Entry from the OMol25 dataset: one molecule with the formula C10H11NO at a distorted geometry (ωB97M-V with the def2-TZVPD basis set).

As for the max |F|: 4.56 eV Å⁻¹. As for the SMILES: CC1(C)C=c2cc[nH]c2=CC1=O. The calculation puts the energy above the lowest of the compared OMol25 structures with the same formula, charge and spin at 62.8 kcal/mol.

```
23
Properties=species:S:1:pos:R:3:forces:R:3
C -1.48098 1.82761 0.08558 0.8 1.4 3.3
C -0.26072 1.16890 -0.54650 -1.8 -1.4 -0.7
C 0.51790 2.02170 -1.45478 -0.4 -0.2 -3.2
C 0.57199 0.63098 0.53371 1.8 2.7 1.3
C 0.55990 -0.58808 1.04812 1.0 0.0 1.0
C 1.28905 -1.35323 2.10721 -1.9 0.0 -2.8
C 1.04338 -2.64395 1.82223 1.9 0.6 1.9
N 0.15307 -2.80005 0.82135 -0.8 -1.5 -0.9
C -0.08110 -1.59502 0.26149 -1.5 0.2 -2.1
C -0.64464 -1.34624 -0.93997 -1.8 1.6 -1.2
C -0.82621 0.11242 -1.43360 0.2 -4.0 -2.1
O -1.23862 0.28205 -2.59879 0.3 0.2 2.5
H -2.02961 2.44310 -0.55581 -0.9 0.6 -1.6
H -1.10716 2.62393 0.86436 -0.6 -1.6 -1.0
H -2.18459 1.12996 0.59802 0.8 0.4 -0.3
H 1.45142 1.51955 -1.73430 -0.1 0.2 0.0
H 0.70318 2.94275 -1.04520 0.8 2.4 1.2
H -0.07634 2.22811 -2.41365 0.9 -0.4 1.4
H 1.24399 1.49824 0.81889 -0.6 -1.4 0.7
H 1.98796 -0.97227 2.74519 1.6 0.8 1.6
H 1.67605 -3.39167 2.26092 -0.6 -0.8 0.1
H -0.15958 -3.65152 0.37815 0.3 0.1 0.3
H -1.10835 -2.08727 -1.62262 0.6 0.4 0.7
```
Positions in Å, forces in eV/Å.

natural (NBO) population analysis, charges in e, atoms 1 to 5: number 1, C, carries -0.572; number 2, C, carries -0.251; number 3, C, carries -0.593; number 4, C, carries -0.065; number 5, C, carries -0.137